# 1
The following is a DFT calculation (ωB97M-V/def2-TZVPD) of C17H18BBrCuN4O2S3 as an isolated structure.

⟨S²⟩: 0.78
Strongest force on any atom in eV Å⁻¹: 3.712
Total charge: +2
E_LUMO (alpha / beta) in eV: -7.588 / -9.156
2S+1: 2
HOMO (alpha / beta) in eV: -14.02 / -14.02
Calculated total energy in Ha: -6461.25062

XYZ file:
```
47
Properties=species:S:1:pos:R:3:forces:R:3
C -2.37246 -2.20752 3.46834 -0.445 -0.068 0.150
C -2.97527 -0.82737 4.02991 0.941 -0.499 -1.322
B -2.23383 0.39982 3.28141 -0.564 0.004 1.233
O -1.90388 1.61072 3.92232 -0.744 -1.019 -1.478
C -1.92905 0.13946 1.69441 -0.012 0.306 -1.006
C -0.53496 -0.07693 1.14940 -1.789 0.023 -1.134
C 0.61300 -0.02715 2.19236 0.827 -0.450 -0.588
C 2.07530 0.14772 1.58111 -0.529 1.105 0.880
C 2.25727 1.72054 1.32868 -1.022 -1.086 -0.555
S 3.65666 2.07876 0.17792 0.328 -0.413 -0.655
C 3.00094 2.38008 -1.50430 -2.191 1.464 0.178
S 2.16925 3.75539 -1.86118 0.769 -1.523 0.434
N 3.21333 1.44633 -2.61450 2.044 -0.468 -0.112
C 4.48163 1.37940 -3.20495 -1.552 -2.493 -2.270
C 4.24691 0.40560 -4.24852 -0.058 1.053 1.457
N 2.92827 -0.11429 -4.27444 1.370 2.335 2.056
C 2.35410 0.56421 -3.24759 0.405 0.174 -0.106
C -0.39866 -0.34629 -0.28786 -2.101 0.443 1.418
C -1.60749 -0.39577 -1.15843 0.793 0.137 -0.424
C -1.46798 -0.73397 -2.68959 0.467 -0.198 0.851
C -1.22616 -2.31275 -2.72264 -1.538 0.551 0.443
O -2.12697 -2.97189 -2.31585 0.943 -0.077 -0.376
Br 0.44256 -3.12913 -3.33395 -0.513 0.692 0.213
C -2.99944 -0.14609 -0.66699 0.315 0.047 1.959
N -4.19226 -0.15677 -1.33596 1.267 0.488 2.371
S -5.34220 0.19695 -0.17687 1.565 -0.228 0.081
N -4.43458 0.35033 1.20729 1.468 -0.590 -2.291
C -3.14472 0.12871 0.80285 0.996 -0.249 -0.793
H -2.80272 -3.08437 4.03058 0.630 0.937 -0.476
H -2.66685 -2.38237 2.39033 0.377 0.310 1.025
H -1.24941 -2.21879 3.54147 -1.107 -0.175 0.011
H -4.03908 -0.79361 3.65827 0.739 0.089 0.760
H -2.87568 -0.77883 5.14104 -0.371 0.091 -0.947
H -2.65708 2.23137 3.92457 0.510 -0.128 0.318
H 0.49515 0.80808 2.94349 -0.388 -0.841 -0.814
H 0.59246 -0.99511 2.77682 -0.173 0.893 -0.582
H 2.25907 -0.45991 0.66193 -0.098 0.501 0.845
H 2.78807 -0.14085 2.39981 -0.522 0.015 -1.037
H 2.44200 2.23342 2.30733 0.032 -0.269 -1.058
H 1.29970 2.10379 0.88651 0.937 0.000 0.344
H 5.38127 1.96265 -2.92403 -1.025 -0.502 -0.150
H 5.05315 0.09723 -4.98664 -0.206 0.777 0.835
H 1.31932 0.55159 -2.85192 0.869 -0.335 -0.757
H 0.63099 -0.52143 -0.69398 -1.311 0.124 0.151
H -2.45862 -0.54010 -3.18005 1.033 -0.289 0.327
H -0.64930 -0.16225 -3.18907 -0.704 -0.459 0.490
Cu 4.58820 -1.16861 -6.02884 -0.666 -0.200 0.102
```
Positions in Å, forces in eV/Å.

***

# 2
The following is a DFT calculation (ωB97M-V/def2-TZVPD) of C17H18BN7O3SSr as an isolated structure.

Relative energy (zero: lowest compared OMol25 entry of this formula, charge and spin) in kcal/mol: 190.7
Strongest force on any atom in eV Å⁻¹: 12.351
E_LUMO (alpha / beta) in eV: -3.204 / -2.410
2S+1: 1
HOMO (alpha / beta) in eV: -8.65 / -8.65
Calculated total energy in Ha: -1721.13058

XYZ file:
```
48
Properties=species:S:1:pos:R:3:forces:R:3
H -0.90728 -2.12996 1.19792 0.861 -0.402 -0.066
N 0.96442 -1.65614 0.40074 0.252 0.471 -0.140
B 3.27541 -1.62206 -0.58045 -1.296 -0.252 -0.007
N 2.12990 -2.34789 0.20197 -0.280 1.413 -0.175
C 1.99317 -3.58890 0.69046 1.644 -0.556 -0.447
Sr 0.81483 1.15804 0.12806 -7.438 -9.818 -0.916
H 2.85114 -4.28720 0.61611 -0.911 0.490 0.135
C 0.73586 -3.70535 1.19606 -1.266 -2.158 1.209
H 0.27984 -4.59631 1.68202 0.550 0.879 -0.553
C 0.11169 -2.48336 0.99021 -0.155 0.607 -0.079
H 4.21279 -2.34531 -0.69953 0.285 0.026 -0.006
C 0.99611 2.99713 -0.37154 -2.073 11.927 -2.421
H 0.43344 3.48801 0.66658 1.790 -1.296 -3.176
H 0.30847 3.12203 -1.35779 1.542 -0.454 2.551
H 2.05576 3.24657 -0.53878 -0.446 -0.191 0.294
N 3.66907 -0.32238 0.20163 -1.079 1.857 0.965
N 2.71607 -1.20017 -1.98208 -0.561 0.851 0.418
N 2.72297 0.66240 0.62587 6.652 -4.044 0.332
N 1.73289 -0.24860 -2.04713 0.187 0.227 -0.158
C 4.87726 0.08586 0.61761 0.893 -3.028 -1.525
C 3.00211 -1.64749 -3.21600 0.260 -0.118 0.280
H 5.77303 -0.60688 0.36902 -1.637 1.641 0.616
H 3.77140 -2.41335 -3.34645 -0.437 0.383 -0.061
C 4.74567 1.25677 1.27705 3.420 3.079 2.322
C 2.19839 -0.97074 -4.10851 -0.133 -0.048 -1.053
C 3.40096 1.57721 1.28458 0.366 0.549 0.077
C 1.40863 -0.10666 -3.33971 0.564 -0.423 0.673
H 5.64299 1.86213 1.73717 -2.194 -1.330 -0.969
H 2.18320 -1.07847 -5.19089 0.003 -0.034 0.401
H 2.88407 2.45891 1.69603 0.440 -0.489 -0.091
H 0.62661 0.58741 -3.64588 0.291 -0.256 0.110
H 0.32193 1.02425 2.20675 -0.354 -0.169 1.341
O -3.31001 -1.18566 2.89943 0.260 -0.103 -0.029
S -3.54320 -1.14603 1.48210 -0.725 0.409 -1.546
O -4.10658 -2.33284 0.84523 0.850 1.096 0.659
N -2.26216 -0.53910 0.65985 0.816 0.708 -0.625
C -2.48023 0.63369 0.01318 -0.090 -1.474 0.561
O -1.65986 1.24048 -0.72788 0.066 -0.158 0.782
C -3.85062 1.14709 0.29381 -0.628 0.680 -0.136
C -4.42437 2.36690 -0.08565 0.226 -0.327 0.065
C -5.70832 2.67048 0.37334 -0.124 -0.336 0.203
C -6.41459 1.75013 1.17710 0.188 -0.137 -0.018
C -5.83757 0.51964 1.54065 0.002 0.472 -0.311
C -4.55493 0.26173 1.08250 -0.825 0.093 0.504
H -3.84647 3.04436 -0.72221 -0.306 -0.177 0.263
H -6.16939 3.62831 0.11497 0.142 -0.386 0.078
H -7.42237 1.99291 1.53077 0.418 -0.043 -0.174
H -6.34211 -0.22161 2.16170 -0.011 0.346 -0.156
```
Positions in Å, forces in eV/Å.